Entry 1:
The following is a quantum chemistry calculation of the molecule C2H2OS2 in a non-equilibrium geometry, from the OMol25 dataset.

Last column: Mulliken charge in e.
Atoms and positions in Å:
O -0.8216 1.5608 -0.9688  -0.56
S -0.1954 0.5357 0.2661  0.22
C -1.0436 -1.1432 0.8848  -0.32
C 0.3795 -1.1928 0.5506  -0.01
S 0.9218 -0.5126 -1.0230  -0.06
H -0.3041 2.4935 -0.8936  0.34
H 1.0634 -1.7415 1.1839  0.38

Cartesian forces (eV/Å) of the 6 atoms listed first:
O 1.3 3.5 0.5
S -2.4 2.2 -0.9
C 3.9 2.1 -1.1
C -1.8 -3.9 1.4
S 0.7 -0.5 0.5
H -1.9 -3.1 -0.1

For the total energy, the calculation gives -25817.620 eV. The frontier orbital gap is 7.93 eV. As for the molecular weight: 106.17 g mol⁻¹. The net charge is 0. The calculation puts the HOMO energy at -8.724 eV. Its energy above the lowest of the compared OMol25 structures with the same formula, charge and spin is 141.2 kcal/mol.

---

Entry 2:
The following is a quantum chemistry calculation of the molecule C2H2S in a non-equilibrium geometry, from the OMol25 dataset.

Last column: Mulliken charge in e.
Atoms and positions in Å:
C -0.0687 -0.0612 1.2671  0.11
C -0.2342 0.1941 0.0965  -0.42
S -0.1779 0.6181 -1.6536  -0.19
H -0.3749 -0.4239 2.1994  0.36
H 0.8558 -0.3271 -1.9093  0.16

Force components x, y, z for each atom (eV/Å):
C -0.9 0.2 -1.3
C 0.8 0.6 -1.9
S 1.2 -1.8 2.1
H 0.3 -0.2 1.0
H -1.3 1.2 0.2

For the total energy, the calculation gives -12939.005 eV. The frontier orbital gap is 9.99 eV. As for the molecular weight: 58.11 g mol⁻¹. The net charge is 0. The calculation puts the HOMO energy at -9.387 eV. Its energy above the lowest of the compared OMol25 structures with the same formula, charge and spin is 22.6 kcal/mol.

---

Entry 3:
The following is a quantum chemistry calculation of a structure of composition C2H2S in a non-equilibrium geometry, from the OMol25 dataset.

Last column: Mulliken charge in e.
Atoms and positions in Å:
C -0.2330 -0.2690 -0.0364  -0.39
C -1.4144 -0.5970 -0.1528  -0.01
S 2.0313 0.0001 -0.0343  -0.09
H 2.0225 1.3775 0.0448  0.18
H -2.4063 -0.5117 0.1787  0.31

Force components x, y, z for each atom (eV/Å):
C 2.4 -0.1 -0.5
C 3.2 1.3 0.8
S -4.3 0.1 0.0
H -0.3 -0.9 -0.1
H -0.9 -0.4 -0.2

For the total energy, the calculation gives -12936.957 eV. The frontier orbital gap is 8.75 eV. As for the molecular weight: 58.11 g mol⁻¹. The net charge is 0. The calculation puts the HOMO energy at -10.049 eV. Its energy above the lowest of the compared OMol25 structures with the same formula, charge and spin is 69.9 kcal/mol.

---

Entry 4:
The following is a quantum chemistry calculation of the molecule C2H2S2 in a non-equilibrium geometry, from the OMol25 dataset.

Last column: Mulliken charge in e.
Atoms and positions in Å:
S -2.2359 0.0447 0.3544  -0.16
C -0.6525 -0.0931 -0.2339  0.01
C 0.5690 0.3220 0.2726  0.02
S 2.2412 0.1674 -0.0381  -0.17
H -2.7942 1.0293 -0.3774  0.14
H 2.1243 -1.2316 -0.2102  0.16

Force components x, y, z for each atom (eV/Å):
S -0.7 -0.8 0.3
C 6.1 4.0 3.7
C -5.9 -2.8 -4.0
S -0.4 -1.7 0.2
H 0.4 -0.2 -0.4
H 0.5 1.5 0.1

For the total energy, the calculation gives -23772.935 eV. The frontier orbital gap is 8.00 eV. As for the molecular weight: 90.17 g mol⁻¹. The net charge is 0. The calculation puts the HOMO energy at -8.538 eV. Its energy above the lowest of the compared OMol25 structures with the same formula, charge and spin is 61.8 kcal/mol.

---

Entry 5:
The following is a quantum chemistry calculation of a cluster of 14 separate species, C2H31O14 in total in a non-equilibrium geometry, from the OMol25 dataset.

Last column: Mulliken charge in e.
Atoms and positions in Å:
C 26.8080 5.7690 -20.7610  -0.77
C 26.7780 4.7020 -21.8370  -0.81
O 26.1340 3.6330 -21.1980  -0.04
H 27.0300 6.8170 -21.0890  0.29
H 27.5230 5.5180 -20.0100  0.36
H 25.8650 5.7290 -20.2970  -0.33
H 27.7810 4.4510 -22.1890  0.24
H 26.2490 4.9330 -22.7220  0.73
O 28.6920 4.1030 -17.4850  -0.63
H 29.4470 3.5900 -17.0800  0.27
H 28.4210 3.6180 -18.3020  0.44
O 28.2010 8.2590 -19.7280  -0.75
H 28.6500 7.8580 -18.9520  0.41
H 27.3310 7.8790 -19.8250  0.33
O 26.9320 10.1900 -21.1550  -0.69
H 27.4430 9.4520 -20.8270  0.42
H 26.1800 9.8480 -21.6340  0.31
O 23.8080 4.5440 -23.3500  -0.64
H 24.5760 4.1940 -23.8110  0.30
H 23.2730 3.8140 -23.0970  0.31
O 23.3540 6.0960 -19.3290  -0.57
H 22.4600 6.4800 -19.3940  0.26
H 23.6520 6.2080 -18.4100  0.26
O 25.9310 3.8680 -18.5960  -0.71
H 25.9380 4.0420 -19.5240  0.19
H 25.9370 2.9080 -18.5010  0.34
O 24.1290 7.0600 -21.9550  -0.75
H 24.5230 6.2080 -22.2310  0.39
H 24.2100 6.9600 -21.0300  0.38
O 26.2050 6.3810 -17.6000  -0.78
H 25.9980 5.6090 -18.1300  0.51
H 25.8240 7.1120 -18.0770  0.31
O 28.4390 2.5880 -19.8690  -0.78
H 28.7230 1.8970 -20.4500  0.27
H 27.7740 3.1270 -20.3850  0.17
O 25.9340 2.4740 -23.5880  -0.77
H 26.0600 1.5600 -23.2930  0.32
H 26.1360 3.1100 -22.8650  0.15
O 28.8750 6.9670 -17.4240  -0.76
H 27.9420 6.7350 -17.5430  0.40
H 29.2620 6.1030 -17.5810  0.38
O 23.5920 3.5410 -20.4660  -0.74
H 24.4150 3.6430 -20.9290  0.42
H 23.4550 4.4110 -20.1040  0.44
O 25.5190 1.0750 -20.7850  -0.71
H 26.3810 0.7420 -20.9780  0.29
H 25.5190 2.0320 -20.8410  0.36

Cartesian forces (eV/Å) of the 6 atoms listed first:
C 1.0 1.8 -1.7
C 0.1 -0.4 1.8
O 1.1 -0.3 -0.5
H -0.3 -1.1 -0.2
H 0.7 -0.2 0.5
H -1.4 0.3 0.5

For the total energy, the calculation gives -31244.482 eV. The frontier orbital gap is 8.66 eV. As for the molecular weight: 279.26 g mol⁻¹. The net charge is -1. The calculation puts the HOMO energy at -6.154 eV. Its energy above the lowest of the compared OMol25 structures with the same formula, charge and spin is 13.1 kcal/mol.

---

Entry 6:
The following is a quantum chemistry calculation of a cluster of 15 separate species, C2H36NO14 in total in a non-equilibrium geometry, from the OMol25 dataset.

Last column: Mulliken charge in e.
Atoms and positions in Å:
C 0.0496 -1.0748 0.7185  -1.09
C 0.9907 0.1016 0.5109  -0.33
N 0.2126 1.3668 0.2986  0.14
H -0.8473 -1.0581 0.1104  -0.10
H 0.6392 -1.9883 0.7108  0.45
H -0.3443 -1.0606 1.7476  0.60
H 1.6747 0.1927 1.3413  0.23
H 1.4366 -0.0767 -0.4674  0.45
H -0.3857 1.4700 -0.5141  0.10
H 0.8085 2.1875 0.4490  0.18
H -0.3602 1.4981 1.1466  0.37
H -3.2636 -2.7475 2.5880  0.33
H -4.1869 -3.2675 1.4512  0.28
O -3.4496 -3.5041 2.0218  -0.61
H 1.3658 1.1997 3.4321  0.36
H 1.5614 2.8011 3.2360  0.29
O 1.1367 2.0020 2.9271  -0.59
H 3.4106 -2.6718 -0.6759  0.33
H 3.4075 -3.1425 -2.1030  0.34
O 3.0469 -3.3664 -1.2355  -0.67
H -0.6007 -3.2922 2.3528  0.33
H -1.5522 -4.1218 3.0583  0.33
O -0.8664 -3.4718 3.2648  -0.64
H 4.8682 2.2069 0.2852  0.30
H 3.8454 2.6612 1.2009  0.30
O 4.0948 1.8573 0.7188  -0.59
H -2.5979 -2.4380 -2.2596  0.31
H -2.3197 -3.3861 -1.0598  0.33
O -2.8466 -2.6362 -1.3504  -0.64
H 0.9553 4.6978 0.5314  0.28
H 1.8779 4.0399 -0.5940  0.31
O 1.6821 4.1002 0.3444  -0.63
H -1.2393 0.7906 -2.5999  0.33
H -0.9090 -0.6345 -2.3901  0.27
O -1.1568 -0.0281 -3.1012  -0.61
H -3.5544 2.4489 0.4797  0.31
H -3.3576 3.3401 1.6812  0.30
O -2.8615 2.8650 1.0041  -0.59
H 1.5200 0.9734 -3.6824  0.32
H 0.6566 0.2832 -4.6318  0.33
O 1.5920 0.2923 -4.3653  -0.69
H 1.4537 -2.5269 -2.2368  0.24
H 1.2234 -1.3599 -3.2608  0.33
O 0.9493 -1.7202 -2.4032  -0.50
H -2.6858 -0.9439 -0.8174  0.19
H -3.2991 0.2344 -0.0303  0.30
O -2.9242 0.0049 -0.8869  -0.52
H -1.1544 3.3304 -3.9106  0.29
H -2.3064 2.6886 -3.2893  0.31
O -1.3465 2.7437 -3.1658  -0.61
H 1.7264 -1.1800 4.0344  0.28
H 2.3942 -0.4199 5.0783  0.30
O 1.8363 -0.2606 4.3074  -0.62

Cartesian forces (eV/Å) of the 6 atoms listed first:
C -0.2 0.3 1.9
C -1.0 -1.0 -2.0
N 0.0 0.7 2.7
H 0.4 -0.3 -0.6
H -0.2 -0.2 -0.7
H 0.0 0.2 0.0

For the total energy, the calculation gives -32808.370 eV. The frontier orbital gap is 10.91 eV. As for the molecular weight: 298.30 g mol⁻¹. The net charge is +1. The calculation puts the HOMO energy at -13.536 eV. Its energy above the lowest of the compared OMol25 structures with the same formula, charge and spin is 0.0 kcal/mol.